# 1
ORCA calculation (ωB97M-V/def2-TZVPD) on one molecule with the formula C5H10N2O3.

Structure (XYZ):
```
20
Properties=species:S:1:pos:R:3:nbo_charge:R:1
N 1.180 -1.877 -1.091 -0.84
C 1.906 -0.766 -0.851 0.68
O 3.135 -0.775 -0.649 -0.63
C 1.128 0.599 -0.793 -0.51
C 0.610 0.670 0.696 -0.39
C -0.825 0.298 0.900 -0.16
N -0.839 -1.220 0.839 -0.86
C -1.919 1.034 0.085 0.78
O -2.962 0.499 -0.344 -0.62
O -1.647 2.299 -0.105 -0.66
H 1.700 -2.754 -1.110 0.40
H 0.200 -1.905 -0.744 0.41
H 0.346 0.748 -1.506 0.21
H 1.862 1.406 -0.979 0.24
H 0.819 1.663 1.209 0.22
H 1.191 -0.033 1.315 0.23
H -1.052 0.705 1.928 0.23
H -1.443 -1.521 0.078 0.38
H -0.975 -1.748 1.629 0.38
H -2.417 2.680 -0.506 0.50
```

SMILES: NC(=O)CC[C@H](N)C(=O)O
multiplicity: 1
orbital gap: 9.92 eV


# 2
ORCA calculation (ωB97M-V/def2-TZVPD) on C5H10N2O3S as an isolated structure.

Structure (XYZ):
```
21
Properties=species:S:1:pos:R:3:nbo_charge:R:1
C -0.295 -2.174 -1.215 -0.42
C -0.038 0.245 -0.696 -0.37
C 1.427 0.421 -1.332 -0.41
C 2.131 1.446 -0.356 -0.42
C 1.942 0.908 1.063 -0.64
H -0.022 -2.334 -2.316 0.20
H 0.715 -2.184 -0.490 0.21
H -1.110 -3.091 -0.639 0.26
H -0.648 1.145 -0.989 0.30
H 1.475 1.056 -2.251 0.24
H 1.979 -0.536 -1.537 0.24
H 3.245 1.654 -0.462 0.25
H 1.637 2.488 -0.551 0.23
H 2.348 -0.125 1.055 0.23
H 1.882 1.330 2.050 0.27
N -0.789 -0.903 -1.050 -0.31
N -2.129 -0.993 -1.046 0.27
O -2.739 0.037 -0.905 -0.37
O -0.518 1.404 1.706 -0.93
O 0.073 -1.031 1.633 -0.93
S 0.212 0.345 1.034 2.10
```

multiplicity: 1
orbital gap: 10.12 eV


# 3
ORCA calculation (ωB97M-V/def2-TZVPD) on one molecule with the formula C5H10N2O4.

Structure (XYZ):
```
21
Properties=species:S:1:pos:R:3:nbo_charge:R:1
N -1.214 -0.743 -1.940 -0.88
C 0.065 -0.248 -1.541 -0.15
C -0.047 0.892 -0.476 -0.40
C -0.951 0.506 0.775 -0.52
C -0.282 1.384 1.809 0.65
O -0.576 2.535 2.088 -0.62
N 0.842 0.919 2.384 -0.35
O 1.190 -0.469 2.363 -0.55
C 0.978 -1.440 -0.919 0.78
O 2.097 -1.289 -0.464 -0.62
O 0.422 -2.644 -0.991 -0.67
H -2.033 -0.136 -1.604 0.40
H -1.128 -0.931 -2.939 0.39
H 0.624 0.141 -2.384 0.21
H -0.377 1.800 -0.957 0.23
H 0.951 1.046 -0.052 0.24
H -1.998 0.768 0.654 0.23
H -0.799 -0.589 1.029 0.24
H 1.205 1.568 2.994 0.39
H 1.577 -0.626 1.449 0.50
H -0.546 -2.443 -1.279 0.51
```

SMILES: N[C@@H](CCC(=O)NO)C(=O)O
multiplicity: 1
orbital gap: 10.12 eV


# 4
ORCA calculation (ωB97M-V/def2-TZVPD) on one molecule with the formula C5H10N2S.

Structure (XYZ):
```
18
Properties=species:S:1:pos:R:3:nbo_charge:R:1
H 4.050 -0.429 0.029 0.33
N 3.354 0.282 -0.228 -0.70
C 2.176 -0.223 -0.047 0.41
N 1.854 -1.599 0.014 -0.86
C 1.048 0.712 0.025 -0.26
C -0.261 0.558 -0.269 -0.10
C -1.171 1.778 -0.258 -0.65
S -1.099 -0.949 -0.743 0.22
C -2.414 -0.957 0.502 -0.74
H 0.869 -1.819 -0.282 0.39
H 2.483 -2.293 -0.354 0.38
H 1.389 1.698 0.283 0.23
H -1.775 1.795 -1.154 0.22
H -1.883 1.744 0.587 0.22
H -0.568 2.695 -0.261 0.23
H -2.722 -1.995 0.509 0.23
H -2.085 -0.641 1.503 0.23
H -3.244 -0.358 0.143 0.22
```

SMILES: [H]/N=C(N)/C=C(/C)SC
multiplicity: 1
orbital gap: 9.33 eV


# 5
ORCA calculation (ωB97M-V/def2-TZVPD) on a 2-piece molecular cluster, C5H10N2S overall.

Structure (XYZ):
```
18
Properties=species:S:1:pos:R:3:nbo_charge:R:1
C 0.058 -1.819 0.139 0.11
C 0.921 -2.546 0.860 -0.51
C -0.961 -1.669 -0.637 -0.26
C -2.419 -1.397 -0.294 -0.61
C 1.572 1.810 -0.839 -0.48
N 0.610 3.542 0.947 -1.03
N 0.735 1.196 0.117 -0.71
S 0.261 2.073 1.300 1.21
H 1.454 -2.126 1.662 0.21
H 0.866 -3.627 0.743 0.21
H -0.780 -1.473 -1.698 0.20
H -2.630 -1.780 0.630 0.21
H -2.920 -1.983 -0.975 0.21
H -2.595 -0.282 -0.400 0.22
H 1.798 2.889 -0.587 0.22
H 2.487 1.339 -0.921 0.21
H 1.218 1.733 -1.846 0.21
H 0.327 4.123 1.799 0.37
```

multiplicity: 1
orbital gap: 8.76 eV


# 6
ORCA calculation (ωB97M-V/def2-TZVPD) on C5H10N2S as an isolated structure.

Structure (XYZ):
```
18
Properties=species:S:1:pos:R:3:nbo_charge:R:1
C -0.256 1.934 0.203 -0.58
C -0.116 0.418 0.014 -0.01
C -0.963 0.081 -1.046 -0.51
C -0.769 -0.397 1.099 -0.45
C 2.104 -0.734 -0.063 0.28
H -1.325 2.230 0.064 0.22
H 0.401 2.569 -0.528 0.22
H 0.236 2.258 1.299 0.22
H -1.112 0.936 -1.672 0.22
H -0.549 -0.648 -1.622 0.22
H -0.833 -0.046 2.260 0.25
H -0.414 -1.519 1.059 0.22
H 1.947 1.419 -0.130 0.43
H 1.493 -1.797 0.116 0.17
H 4.062 -1.403 0.087 0.35
N 1.285 0.395 0.025 -0.63
N 3.369 -0.471 -0.156 -0.73
S -2.281 -0.705 -0.079 0.13
```

multiplicity: 1
orbital gap: 9.52 eV


# 7
ORCA calculation (ωB97M-V/def2-TZVPD) on an isolated ion of composition C5H10N3 and charge +1.

Structure (XYZ):
```
18
Properties=species:S:1:pos:R:3:nbo_charge:R:1
C -1.558 0.937 -0.309 -0.66
C -0.796 -0.359 -0.321 0.12
N -1.206 -1.427 0.601 -0.83
N 0.640 -0.138 -0.139 -0.28
C 1.265 0.998 0.355 -0.05
C 2.601 0.783 0.241 -0.04
N 2.808 -0.513 -0.160 -0.45
C 1.583 -1.058 -0.434 0.27
H -1.931 0.936 0.649 0.22
H -1.027 1.914 -0.531 0.24
H -2.439 0.797 -1.024 0.26
H -0.718 -0.941 -1.211 0.21
H -2.027 -1.996 0.488 0.41
H -1.216 -0.850 1.419 0.35
H 0.602 1.801 0.693 0.27
H 3.360 1.469 0.429 0.25
H 3.698 -0.909 -0.373 0.46
H 1.629 -2.057 -0.821 0.26
```

SMILES: C[C@H](N)[n+]1cc[nH]c1
multiplicity: 1
charge: +1
orbital gap: 10.57 eV


# 8
ORCA calculation (ωB97M-V/def2-TZVPD) on an isolated ion of composition C5H10N3 and charge +1.

Structure (XYZ):
```
18
Properties=species:S:1:pos:R:3:nbo_charge:R:1
C 0.931 -0.100 -0.419 -0.01
C -0.034 -1.138 -0.128 0.55
C -1.443 0.614 -0.116 0.28
C -2.808 1.062 0.208 -0.76
C 2.816 1.248 0.090 -0.44
N 1.919 0.216 0.275 -0.33
N -1.303 -0.716 -0.072 -0.61
N 0.427 -2.330 0.129 -0.66
H 0.482 0.553 -1.309 0.21
H -3.174 0.374 0.944 0.22
H -2.771 2.099 0.518 0.27
H -3.199 1.144 -0.873 0.29
H 3.845 0.699 0.030 0.24
H 2.718 1.795 -0.872 0.19
H 2.560 1.837 0.991 0.25
H -2.101 -1.491 0.089 0.39
H 1.380 -2.637 0.112 0.46
H -0.246 -3.230 0.403 0.44
```

multiplicity: 1
charge: +1
orbital gap: 8.00 eV


Q: Which of these has the lowest orbital gap?
A: number 8


Q: What is the orbital gap in the second record?
A: 10.12 eV